Record 1
A structure of composition C37H29N4O5S3Tl in a non-equilibrium geometry. Source: OMol25; level of theory: ωB97M-V/def2-TZVPD.

Properties
spin multiplicity: 1
ΔE to the lowest compared entry with this formula, charge and spin: 16.41 kcal per mole
lowest unoccupied orbital energy: -1.0 eV
net charge: 0
HOMO level: -7.58 eV
total energy: -3389.607601 Ha

Geometry (Å):
Tl: 0.07673 1.08830 -0.54689
S: 0.32692 3.11138 -2.47570
S: 5.10440 0.61855 4.61077
S: -2.09374 -6.45839 -1.34651
O: 0.73372 2.91974 0.45585
O: 1.43679 2.22466 -2.04143
O: 0.57806 4.51147 -2.31651
O: -0.93054 2.60515 -1.84701
O: 0.25383 -0.31165 -2.24383
N: 1.52804 -0.09914 0.95853
N: -1.52016 1.25526 1.17901
N: -0.54217 -1.72652 -0.00314
N: -3.61333 0.65048 -1.33713
C: 5.62661 2.21805 4.92091
C: -3.74451 1.05304 0.03397
C: 0.50831 -2.26516 0.62672
C: 0.05816 2.83719 -4.25068
C: -3.09235 -4.34054 -2.41296
C: 1.49621 4.81674 3.39906
C: -0.21499 -0.87312 -4.45474
C: 1.47899 -1.41255 1.24737
C: -0.64211 -0.42411 -3.18652
C: 1.69056 -4.21516 1.55422
C: -1.25490 -3.91077 -0.70309
C: 1.46406 4.41136 2.09375
C: -2.15813 -4.71893 -1.48294
C: 5.06583 3.11850 4.07110
C: -2.90515 -0.31186 -4.12327
C: 3.27820 -1.13369 2.83229
C: -2.45166 -0.77800 -5.33738
C: -2.74180 0.48864 1.07648
C: 0.63738 3.33397 1.66733
C: 2.50046 -3.40817 2.27440
C: 3.26932 0.22876 2.56883
C: 0.69834 4.18861 4.36290
C: -2.48125 0.26833 -1.74702
C: 0.66999 -3.66982 0.72444
C: -1.09754 -1.05981 -5.49243
C: -2.03737 -0.14869 -3.04267
C: 4.19224 2.52231 3.14413
C: -1.39626 -2.50987 -0.60877
C: 4.09410 1.16141 3.29610
C: -0.17274 3.20686 3.97272
C: -3.74222 -5.43681 -3.01262
C: -1.27980 1.84490 2.30020
C: -0.20722 -4.48100 0.00199
C: 2.42341 -1.99078 2.13456
C: 2.40737 0.67500 1.54661
C: -3.30942 -6.63527 -2.53710
C: -0.24776 2.76498 2.63389
H: -0.82281 2.74115 4.70338
H: -2.25926 -2.03002 -1.04815
H: 6.32156 2.39486 5.71664
H: 5.26876 4.17335 4.10466
H: -3.29657 -3.31766 -2.68025
H: -3.94377 -0.05171 -3.97507
H: -3.24022 0.47876 2.05888
H: -3.62973 -7.62115 -2.81083
H: 0.76422 3.43338 -4.81249
H: 1.77858 -5.28930 1.60795
H: -0.95609 3.16538 -4.44100
H: 3.96442 -1.53882 3.56300
H: -3.68416 2.14572 0.05918
H: 0.76634 4.49207 5.39677
H: -4.75574 0.77083 0.34139
H: -1.98843 1.66771 3.12458
H: -0.72722 -1.40740 -6.44759
H: 2.15130 5.62473 3.69232
H: -1.66931 0.17438 -1.01400
H: -0.06652 -5.55345 -0.00031
H: -4.49634 -5.34347 -3.77363
H: -3.13906 -0.92251 -6.15688
H: 0.16546 1.78186 -4.46025
H: 2.44768 1.69537 1.19962
H: 2.07237 4.88533 1.33838
H: -2.48344 -0.54180 0.81742
H: 3.64784 3.08095 2.40559
H: 0.83658 -1.07779 -4.58204
H: 3.25265 -3.81458 2.93495

Cartesian forces, eV/Å:
Tl 0.653 -0.839 0.796
S 0.438 0.707 -1.809
S -0.252 0.425 -0.369
S -0.294 0.537 -0.260
O 0.166 0.115 -0.020
O -0.093 0.144 -0.271
O -0.147 0.137 0.141
O -0.190 0.237 -0.176
O 0.210 0.309 0.597
N -0.206 0.125 -0.297
N 0.439 0.266 0.134
N 0.015 0.264 0.132
N 0.049 -0.161 -0.886
C -0.059 -0.183 -0.048
C 0.039 -0.022 0.611
C -0.080 -0.783 -0.031
C 0.080 0.055 0.997
C 0.401 0.035 0.377
C -0.081 -0.101 -0.069
C 0.039 -0.130 0.060
C 0.562 -0.396 0.487
C -0.551 -0.157 -0.458
C 0.319 0.085 0.250
C 0.720 0.144 0.544
C -0.122 -0.117 -0.189
C -0.480 -0.695 -0.378
C 0.241 0.027 0.253
C 0.069 0.058 0.002
C -0.093 0.601 -0.298
C -0.301 0.039 -0.034
C -0.663 -0.210 -0.090
C -0.148 -0.010 0.572
C -0.147 -0.328 -0.141
C -0.337 -0.829 -0.243
C -0.039 0.016 0.253
C -0.202 0.170 0.870
C -0.105 0.545 -0.122
C 0.094 0.067 0.026
C 0.514 -0.192 -0.444
C -0.130 -0.654 -0.100
C -0.028 -0.243 -0.062
C 0.623 0.506 0.554
C 0.022 -0.038 -0.098
C -0.137 -0.384 -0.087
C -0.460 -0.345 -0.139
C -0.337 0.413 -0.168
C -0.347 0.432 -0.317
C 0.370 0.018 0.356
C 0.139 0.057 0.136
C 0.675 0.469 -0.070
H -0.068 -0.003 0.037
H -0.088 -0.013 -0.124
H 0.164 0.102 0.170
H 0.052 0.186 0.031
H 0.051 0.201 -0.033
H -0.114 -0.047 0.018
H 0.046 -0.055 -0.207
H -0.122 -0.157 -0.115
H 0.184 0.080 0.015
H 0.048 -0.134 0.067
H -0.142 0.052 -0.094
H 0.028 -0.113 0.039
H -0.122 0.027 0.072
H -0.080 0.010 0.065
H 0.093 0.079 0.139
H 0.034 -0.040 -0.188
H 0.025 -0.049 -0.039
H 0.061 0.079 0.019
H -0.772 -0.399 -0.095
H 0.071 -0.046 0.062
H -0.125 0.019 -0.107
H -0.048 0.024 -0.084
H -0.014 -0.184 -0.051
H -0.057 0.112 0.032
H 0.074 0.040 -0.114
H -0.121 0.060 0.069
H -0.096 0.060 -0.125
H 0.151 -0.019 0.018
H 0.039 -0.059 0.050

Record 2
The ion CH5INO with charge +1 in a non-equilibrium geometry. Source: OMol25; level of theory: ωB97M-V/def2-TZVPD.

Properties
spin multiplicity: 1
ΔE to the lowest compared entry with this formula, charge and spin: 19.81 kcal per mole
lowest unoccupied orbital energy: -4.8 eV
structure (SMILES): [NH3+][C@H](O)I
net charge: +1
HOMO level: -14.29 eV
total energy: -468.479125 Ha

Geometry (Å):
I: -2.38939 0.05371 -0.16211
O: 0.37097 -1.49735 -0.10272
N: 0.47514 0.76644 -0.32591
C: -0.17170 -0.30876 0.44142
H: 1.49669 0.98674 -0.09482
H: 0.16251 1.75507 -0.20333
H: -0.15468 -0.06936 1.45634
H: 0.03160 -2.37873 0.22115
H: 0.17886 0.69225 -1.23002

Cartesian forces, eV/Å:
I 1.393 -0.436 0.533
O -0.603 1.120 1.106
N 2.395 3.137 3.228
C -1.920 -1.750 -2.672
H -0.929 -1.537 -1.057
H -0.936 -0.810 1.072
H 0.321 -0.320 1.739
H 0.093 1.641 0.001
H 0.185 -1.045 -3.950

Record 3
A cluster of 2 separate species, C3H10NO2 in total in a non-equilibrium geometry. Source: OMol25; level of theory: ωB97M-V/def2-TZVPD.

Properties
spin multiplicity: 1
ΔE to the lowest compared entry with this formula, charge and spin: 38.39 kcal per mole
lowest unoccupied orbital energy: -3.7 eV
net charge: +1
HOMO level: -14.20 eV
total energy: -325.256344 Ha

Geometry (Å):
O: 0.88332 -1.86147 1.25877
O: -1.85906 -1.53259 -1.85341
N: 0.43736 0.60567 -0.17929
C: -1.02749 -1.27427 -1.03198
C: 0.45554 2.02435 0.38134
C: -0.91013 0.19451 -0.61831
H: 0.88157 1.96308 1.38041
H: -0.54832 -2.04695 -0.44146
H: 1.14731 2.60163 -0.23010
H: 1.41325 -2.42949 0.68102
H: 1.10531 0.63268 -0.94485
H: -0.48817 2.55756 0.36568
H: 0.56963 -2.53745 1.85028
H: -1.35269 0.82766 -1.38506
H: -1.58321 0.26515 0.24188
H: 0.87578 0.00994 0.52509

Cartesian forces, eV/Å:
O 0.579 -0.217 -0.663
O 0.215 -0.218 -0.263
N 0.211 1.858 -0.011
C -1.315 0.536 -0.388
C 1.114 0.245 0.034
C -0.441 -1.168 0.521
H -0.290 0.151 0.047
H 0.515 -0.132 0.066
H -0.012 0.002 0.041
H 0.286 0.356 -0.180
H -0.175 -0.304 -0.382
H -0.318 -0.574 0.011
H -0.566 -0.117 1.013
H 0.566 0.125 -0.151
H 0.214 0.139 0.154
H -0.582 -0.683 0.151

Record 4
A cluster of 2 separate species, C4H2F6S2 in total in a non-equilibrium geometry. Source: OMol25; level of theory: ωB97M-V/def2-TZVPD.

Properties
spin multiplicity: 1
lowest unoccupied orbital energy (alpha / beta): -1.2 / -1.7 eV
net charge: 0
HOMO level (alpha / beta): -9.56 / -8.00 eV
total energy: -1549.084265 Ha

Geometry (Å):
S: 2.11129 -1.51422 -0.28602
S: -0.38981 -1.85063 -2.19363
F: 0.73940 2.20309 -1.09295
F: -1.29125 0.56016 2.35034
F: -0.39217 -1.37183 1.78443
F: -1.23574 1.37526 -1.39555
F: -0.86041 2.69902 0.24802
F: -2.04726 -0.52226 0.64187
C: -0.90682 -0.16026 1.24807
C: 0.07423 0.51182 0.34259
C: -0.35843 1.68922 -0.44165
C: 0.79187 -1.61382 -1.21651
H: 2.71656 -2.57920 -0.65090
H: 1.04853 0.57365 0.66188

Cartesian forces, eV/Å:
S -0.281 1.641 1.063
S 0.851 -0.304 0.336
F -0.283 -0.266 0.242
F 0.486 -0.260 -0.772
F -0.282 1.775 -0.794
F -0.557 -0.099 -0.277
F -0.518 0.486 0.641
F 0.209 0.286 -0.207
C 0.104 -1.398 1.114
C -2.023 -0.936 -0.247
C 1.276 -0.285 -1.010
C -2.021 1.145 -0.326
H 1.140 -2.009 -0.807
H 1.900 0.222 1.044

Among the records above, which one has the highest total energy? C3H10NO2

The highest total energy belongs to which entry? C3H10NO2